Record 1
ORCA calculation (the ωB97M-V functional and the def2-TZVPD basis) on Ca3H6N7O24 as an isolated structure at a distorted geometry.

The lowest unoccupied orbital energy is -0.1 eV. The total energy is -4225.1140 hartree. Its multiplicity is 1. The total charge is -1. For the HOMO-LUMO gap, the calculation gives 5.9 eV. The molar mass is 608.3 g/mol.

CARTESIAN COORDINATES (ANGSTROEM)
Ca1 2.979 2.441 -0.496
Ca2 2.006 -1.515 2.463
Ca3 -1.022 1.186 -2.783
N1 1.501 -1.292 -2.865
O1 2.159 -1.677 -3.830
O2 1.443 -1.960 -1.827
O3 0.908 -0.166 -2.954
N2 4.199 -0.712 -0.259
O4 4.098 0.427 -0.791
O5 4.772 -1.602 -0.818
O6 3.638 -0.868 0.856
N3 0.479 3.697 -2.474
O7 0.877 4.644 -3.121
O8 1.333 2.843 -2.079
O9 -0.716 3.453 -2.218
N4 0.285 0.189 0.265
O10 0.174 -0.569 1.282
O11 1.284 0.879 0.094
O12 -0.635 0.138 -0.547
N5 0.457 4.401 0.994
O13 -0.494 3.990 1.624
O14 0.484 5.518 0.471
O15 1.495 3.656 0.873
N6 -0.100 -4.046 3.571
O16 0.278 -3.004 2.942
O17 0.635 -4.517 4.435
O18 -1.197 -4.505 3.309
N7 -3.361 1.975 -0.206
O19 -3.807 1.044 0.473
O20 -3.389 3.125 0.196
O21 -2.887 1.689 -1.361
O22 -0.950 -3.357 -0.192
H1 -0.607 -3.553 0.688
H2 -0.205 -2.974 -0.674
O23 -2.462 -1.653 2.284
H3 -1.619 -1.263 2.020
H4 -2.222 -2.459 2.752
O24 -3.374 -1.560 -0.813
H5 -2.704 -1.320 -0.164
H6 -3.735 -0.722 -1.120

---

Record 2
ORCA calculation (the ωB97M-V functional and the def2-TZVPD basis) on a 4-piece molecular cluster, C2H12N2O3 overall.

The lowest unoccupied orbital energy is 0.4 eV. Its structure (SMILES) is C/N=C\N.O.O.O. The total energy is -418.6090 hartree. Its multiplicity is 1. For the HOMO-LUMO gap, the calculation gives 9.6 eV. The molar mass is 112.1 g/mol.

CARTESIAN COORDINATES (ANGSTROEM)
C1 -0.288 1.044 1.914
N1 0.948 1.632 1.475
C2 1.685 0.954 0.711
N2 1.488 -0.341 0.264
H1 -0.128 0.294 2.687
H2 -0.952 1.816 2.283
H3 -0.873 0.549 1.136
H4 2.632 1.360 0.376
H5 0.535 -0.675 0.279
H6 1.977 -0.559 -0.593
O1 -3.289 -0.742 1.108
H7 -2.599 -1.342 1.423
H8 -3.995 -1.338 0.834
O2 2.078 -0.860 -2.925
H9 2.718 -0.146 -2.854
H10 1.970 -1.006 -3.871
O3 -1.734 -0.712 -1.597
H11 -1.117 0.034 -1.568
H12 -2.007 -0.860 -0.683